Version 1
# C25H61N3O6

A 4-piece molecular cluster, C25H61N3O6 overall (wB97M-V/def2-TZVPD, the Open Molecules 2025 dataset).

Values from the calculation:
charge	+2
orbital gap	9.637	eV
HOMO	-13.31	eV
multiplicity	1

Each line ends with the Löwdin charge.
Element x y z (Å)
C -0.423 -1.837 -4.002  -0.037
C 0.468 -0.752 -3.437  -0.131
N 1.952 -0.778 -3.934  -0.275
C 1.961 -0.680 -5.435  0.034
C 2.579 0.442 -3.282  -0.163
C 4.069 0.526 -3.417  -0.041
C 2.602 -1.952 -3.441  -0.160
C 2.606 -2.326 -1.998  -0.150
O 1.542 -3.305 -1.748  -0.192
C 1.415 -3.723 -0.401  -0.100
H -1.377 -1.583 -3.638  0.056
H -0.195 -2.854 -3.648  0.087
H -0.450 -1.892 -5.145  0.107
H 0.542 -0.836 -2.383  0.078
H 0.233 0.290 -3.695  0.129
H 1.324 0.136 -5.707  0.107
H 1.677 -1.678 -5.844  0.120
H 2.959 -0.498 -5.840  0.107
H 2.259 0.406 -2.225  0.101
H 2.053 1.309 -3.724  0.144
H 4.536 -0.171 -2.767  0.071
H 4.361 1.453 -2.936  0.100
H 4.401 0.439 -4.419  0.073
H 3.629 -1.964 -3.777  0.134
H 2.176 -2.811 -4.002  0.156
H 2.368 -1.433 -1.332  0.122
H 3.577 -2.719 -1.833  0.121
H 2.347 -4.135 0.018  0.089
H 0.685 -4.522 -0.498  0.093
H 1.100 -2.965 0.348  0.087
C 4.580 -0.384 2.589  -0.045
C 3.220 -0.986 2.948  -0.073
N 2.397 -0.056 3.882  -0.258
C 3.193 0.343 5.035  -0.010
C 2.074 1.190 3.131  -0.177
C 1.297 2.218 3.905  -0.041
C 1.163 -0.683 4.444  -0.095
C 1.167 -2.020 5.113  -0.214
O 1.577 -3.015 4.246  -0.196
C 2.535 -4.029 4.689  -0.032
H 4.990 -1.029 1.867  0.072
H 5.345 -0.449 3.344  0.083
H 4.695 0.615 2.225  0.080
H 3.367 -1.933 3.436  0.108
H 2.533 -1.036 2.128  0.119
H 2.532 0.870 5.740  0.114
H 4.045 1.004 4.775  0.132
H 3.531 -0.510 5.603  0.114
H 1.634 0.985 2.151  0.115
H 3.022 1.589 2.978  0.093
H 1.312 3.051 3.190  0.107
H 1.745 2.613 4.755  0.065
H 0.254 1.968 3.939  0.084
H 0.508 -0.808 3.596  0.136
H 0.743 0.047 5.112  0.129
H 0.123 -2.165 5.442  0.149
H 1.813 -2.096 5.962  0.114
H 1.982 -4.971 4.688  0.099
H 3.012 -3.820 5.628  0.090
H 3.267 -4.162 3.935  0.069
C -3.041 2.092 -2.793  -0.015
C -3.270 2.260 -1.232  -0.172
N -4.648 2.504 -0.699  -0.263
C -4.517 2.812 0.741  0.006
C -5.265 3.684 -1.436  -0.173
C -4.519 4.985 -1.517  -0.047
C -5.486 1.252 -0.917  -0.080
C -5.351 0.119 0.069  -0.176
O -3.969 -0.289 0.094  -0.219
C -3.591 -1.583 -0.411  -0.051
H -3.488 2.881 -3.379  0.065
H -3.240 1.057 -3.052  0.070
H -1.911 2.108 -2.883  0.094
H -2.624 3.050 -0.824  0.133
H -2.966 1.374 -0.787  0.056
H -4.173 1.926 1.267  0.094
H -5.531 3.120 1.155  0.147
H -3.696 3.568 0.884  0.124
H -6.202 3.939 -0.962  0.132
H -5.377 3.188 -2.397  0.123
H -3.700 5.005 -2.242  0.089
H -4.298 5.166 -0.473  0.077
H -5.134 5.826 -1.863  0.104
H -5.144 0.775 -1.767  0.107
H -6.528 1.479 -0.993  0.142
H -6.044 -0.674 -0.319  0.155
H -5.769 0.442 1.033  0.128
H -3.491 -1.574 -1.463  0.067
H -4.286 -2.426 -0.112  0.118
H -2.629 -1.782 0.032  0.080
O -0.255 0.180 1.189  -0.008
C 0.149 0.421 -0.164  -0.765
O -0.724 0.747 -0.988  -0.013
O 1.335 0.195 -0.375  -0.029
H -1.248 0.242 1.252  0.107

Version 2
# C25H61N3O6

A 4-piece molecular cluster, C25H61N3O6 overall (wB97M-V/def2-TZVPD, the Open Molecules 2025 dataset).

Values from the calculation:
charge	+2
orbital gap	8.482	eV
HOMO	-12.12	eV
multiplicity	1

Each line ends with the Löwdin charge.
Element x y z (Å)
C -2.097 2.253 -4.229  -0.043
C -1.035 1.774 -3.266  -0.158
N 0.171 1.131 -3.930  -0.248
C 0.898 0.343 -2.862  0.017
C -0.153 0.209 -5.078  -0.187
C -1.004 -0.996 -4.700  -0.032
C 1.128 2.167 -4.498  -0.082
C 1.656 3.212 -3.552  -0.218
O 2.365 2.680 -2.467  -0.212
C 2.397 3.475 -1.284  -0.058
H -2.958 2.566 -3.639  0.094
H -2.423 1.499 -4.941  0.076
H -1.754 3.123 -4.792  0.090
H -1.427 1.034 -2.569  0.125
H -0.597 2.524 -2.610  0.120
H 1.870 0.148 -3.308  0.097
H 0.374 -0.515 -2.457  0.112
H 1.077 1.015 -2.028  0.077
H 0.786 -0.028 -5.592  0.135
H -0.513 0.832 -5.904  0.127
H -0.543 -1.639 -3.962  0.077
H -1.348 -1.502 -5.598  0.098
H -1.920 -0.566 -4.282  0.077
H 0.657 2.502 -5.421  0.142
H 2.012 1.644 -4.877  0.140
H 0.939 4.017 -3.345  0.133
H 2.394 3.799 -4.122  0.145
H 1.520 4.120 -1.173  0.092
H 3.217 4.193 -1.400  0.095
H 2.474 2.813 -0.427  0.083
C 7.742 -1.925 0.321  -0.049
C 6.291 -2.380 0.498  -0.132
N 5.259 -1.368 -0.013  -0.280
C 5.443 -0.108 0.775  0.036
C 5.500 -1.114 -1.495  -0.140
C 4.502 -0.105 -2.059  -0.058
C 3.868 -1.915 0.136  -0.084
C 3.553 -2.481 1.506  -0.172
O 3.846 -3.889 1.384  -0.203
C 3.394 -4.649 2.493  -0.091
H 8.361 -2.817 0.188  0.094
H 8.171 -1.586 1.267  0.090
H 7.964 -1.221 -0.473  0.071
H 6.061 -2.455 1.555  0.121
H 6.034 -3.277 -0.059  0.135
H 5.454 -0.323 1.838  0.114
H 4.617 0.553 0.515  0.107
H 6.377 0.368 0.488  0.113
H 5.493 -2.109 -1.932  0.137
H 6.483 -0.676 -1.634  0.114
H 4.949 0.890 -2.033  0.089
H 3.510 -0.029 -1.618  0.059
H 4.368 -0.283 -3.129  0.089
H 3.680 -2.599 -0.682  0.152
H 3.231 -1.030 0.144  0.096
H 2.498 -2.400 1.774  0.135
H 4.055 -2.025 2.366  0.130
H 4.157 -5.139 3.108  0.090
H 2.773 -5.448 2.085  0.093
H 2.851 -4.036 3.218  0.089
C -4.927 2.393 1.126  -0.047
C -5.189 2.142 2.589  -0.172
N -4.997 0.734 3.137  -0.264
C -3.621 0.280 2.672  0.004
C -4.953 0.812 4.651  -0.163
C -6.230 1.364 5.246  -0.046
C -6.030 -0.179 2.483  -0.058
C -6.118 -1.523 3.203  -0.210
O -5.072 -2.373 2.774  -0.193
C -5.355 -3.730 3.140  -0.069
H -5.055 3.434 0.838  0.096
H -5.496 1.758 0.449  0.085
H -3.865 2.217 0.930  0.069
H -6.177 2.432 2.947  0.124
H -4.510 2.720 3.219  0.135
H -3.645 -0.005 1.627  0.103
H -3.252 -0.504 3.323  0.113
H -2.941 1.126 2.758  0.100
H -4.095 1.444 4.882  0.138
H -4.682 -0.186 4.984  0.124
H -6.314 1.056 6.289  0.098
H -7.067 0.994 4.658  0.080
H -6.230 2.449 5.341  0.091
H -5.772 -0.263 1.436  0.134
H -6.996 0.283 2.685  0.131
H -7.065 -1.980 2.887  0.137
H -6.155 -1.450 4.293  0.125
H -5.446 -3.735 4.233  0.095
H -4.455 -4.308 2.942  0.095
H -6.234 -4.153 2.655  0.096
O -0.350 1.614 -0.078  0.019
C 0.159 0.662 0.779  -0.808
O -0.679 0.095 1.539  -0.057
O 1.396 0.453 0.803  -0.051
H -1.230 1.675 0.339  0.090

Stability, highest: version 2

Version 1
# CH5IP2

A 2-piece molecular cluster, CH5IP2 overall (wB97M-V/def2-TZVPD, the Open Molecules 2025 dataset).

Values from the calculation:
charge	0
orbital gap	9.081	eV
HOMO	-9.21	eV
multiplicity	1

Each line ends with the natural charge from an NBO analysis.
Element x y z (Å)
C 0.349 0.133 0.261  -1.024
P 0.822 -0.253 -1.584  0.335
P -0.848 -0.966 0.991  0.385
I 0.214 2.200 0.856  0.147
H 1.448 -0.479 1.101  0.268
H 0.373 0.849 -2.261  -0.022
H 2.192 0.415 -1.471  -0.001
H -0.878 -0.179 2.079  -0.034
H -2.021 -0.324 0.660  -0.055

Version 2
# CH5IP2

One molecule with the formula CH5IP2 (wB97M-V/def2-TZVPD, the Open Molecules 2025 dataset).

Values from the calculation:
charge	0
orbital gap	8.109	eV
HOMO	-8.31	eV
multiplicity	1
SMILES	IC1=[PH2][PH3]1

Each line ends with the natural charge from an NBO analysis.
Element x y z (Å)
C 1.136 0.071 0.642  -0.924
P 0.380 1.330 -0.442  0.661
P 0.196 -1.276 -0.008  0.274
I 3.396 -0.113 0.032  -0.049
H -0.907 1.536 0.060  0.020
H 0.682 2.686 -0.088  0.039
H 0.096 1.362 -1.899  0.011
H 0.449 -1.131 -1.431  -0.057
H 0.962 -2.378 0.572  0.026

Stability, highest: version 1

Version 1
# C5H10N3O2

A 2-piece molecular cluster, C5H10N3O2 overall (wB97M-V/def2-TZVPD, the Open Molecules 2025 dataset).

Values from the calculation:
charge	+1
orbital gap	7.574	eV
HOMO	-14.38	eV
multiplicity	1

Each line ends with the natural charge from an NBO analysis.
Element x y z (Å)
C 3.025 -0.525 -0.051  -0.610
C 1.873 0.382 -0.263  -0.387
C 0.516 -0.148 0.213  -0.419
C -0.656 0.634 -0.396  -0.457
C -1.986 0.276 0.288  -0.080
N -3.915 1.850 0.228  0.404
N -2.993 1.220 0.160  0.116
N -2.468 -1.172 -0.129  0.562
O -2.830 -1.801 0.786  -0.263
O -2.539 -1.312 -1.298  -0.279
H 3.981 -0.079 -0.349  0.243
H 2.802 -1.464 -0.743  0.207
H 2.986 -0.826 1.056  0.215
H 2.129 1.347 0.415  0.205
H 1.745 0.787 -1.360  0.207
H 0.468 0.125 1.214  0.200
H 0.496 -1.254 0.299  0.232
H -0.415 1.669 -0.288  0.254
H -0.586 0.295 -1.537  0.284
H -1.633 -0.004 1.755  0.368

Version 2
# C5H10N3O2

An isolated ion of composition C5H10N3O2 and charge +1 (wB97M-V/def2-TZVPD, the Open Molecules 2025 dataset).

Values from the calculation:
charge	+1
orbital gap (spin up / spin down)	8.858 / 8.857	eV
HOMO (spin up / spin down)	-13.39 / -13.39	eV
multiplicity	1

Each line ends with the natural charge from an NBO analysis.
Element x y z (Å)
C -0.135 1.369 0.251  0.753
C 1.902 0.204 -0.226  0.607
C -0.785 -0.110 -0.008  -0.039
C -1.758 -0.274 1.177  -0.615
C -1.602 0.180 -1.322  -0.615
N 1.324 1.376 -0.081  -0.642
N 0.214 -1.029 -0.192  -0.038
N 3.119 -0.298 -0.206  -0.718
O -0.671 2.291 0.708  -0.447
O 0.213 -2.021 0.674  -0.473
H -2.616 0.433 0.963  0.244
H -1.476 -0.002 2.196  0.241
H -2.135 -1.204 1.145  0.228
H -2.572 -0.325 -1.503  0.254
H -0.953 -0.332 -2.128  0.237
H -1.737 1.267 -1.443  0.236
H 1.811 2.229 0.128  0.444
H 3.864 0.286 -0.067  0.410
H 3.363 -1.230 -0.360  0.435
H 0.629 -2.812 0.292  0.500

Stability, highest: version 2